{"formula": "C29H27N6O10V", "method": "ωB97M-V/def2-TZVPD", "elements": ["C", "O", "H", "C", "H", "O", "H", "H", "C", "H", "C", "H", "C", "C", "C", "C", "H", "H", "H", "C", "C", "H", "C", "C", "C", "N", "C", "H", "N", "C", "C", "C", "C", "H", "C", "O", "C", "H", "N", "C", "H", "H", "C", "V", "C", "N", "N", "H", "H", "O", "H", "C", "C", "O", "N", "O", "H", "O", "H", "H", "O", "H", "H", "C", "C", "O", "H", "C", "H", "C", "O", "H", "H"], "xyz": [[-1.13813, -5.33063, 3.02429], [-1.66287, 0.28764, -1.42118], [4.19274, -0.30431, 4.14031], [-1.91589, -2.97282, -0.81728], [-2.71790, -4.18427, -2.40796], [-6.56279, 3.70623, -0.50199], [-3.66629, -0.66074, 0.92832], [-0.11434, -6.75335, 5.90608], [-0.70156, -6.31777, 3.88559], [-1.26602, -5.54196, 1.96863], [2.76677, -2.85929, 4.86000], [0.60085, -4.97543, -1.25860], [-2.12875, 1.46971, -1.46405], [-4.46063, -1.87059, -0.66381], [-4.09591, 2.56209, -0.36604], [1.26818, -0.94613, 2.53028], [-4.56240, 2.64872, -1.33698], [-2.26248, -1.07609, 4.14793], [2.61373, -3.57466, 4.04348], [2.61964, 0.47012, 1.22955], [3.43938, -0.28456, 3.36212], [-0.52330, -4.54429, -2.56581], [2.25830, -0.97886, 3.52164], [-0.48723, -6.00311, 5.22075], [-2.58662, -1.69992, 4.97339], [-6.05138, 3.68500, 0.60976], [-2.18054, -1.94827, 0.10595], [-3.48010, -2.26357, 4.69949], [-1.11343, -1.46514, 0.90631], [-4.76370, 3.09033, 0.75614], [-0.77834, -4.73559, 5.68137], [-0.89595, -2.05715, 2.04992], [1.38506, -0.19520, 1.35070], [0.19395, -2.13791, 3.76465], [3.61908, 0.43868, 2.19149], [-1.97265, 2.27083, -2.39541], [-4.17777, 3.03288, 2.00646], [-0.65995, -4.48397, 6.72755], [-2.44472, 2.35046, 3.51623], [-0.41987, -4.67472, -1.48482], [2.81763, 1.06505, 0.34248], [-2.30459, -3.42858, 1.72944], [-2.91307, -3.41554, -1.67229], [-0.23994, 0.11332, 0.15361], [-3.46317, -1.43026, 0.19402], [-1.75153, -3.06319, 2.49018], [0.15758, -1.77204, 2.82443], [3.83377, -2.62661, 4.92365], [-5.45612, -1.45099, -0.59647], [1.98467, -1.69576, 4.68189], [-4.95345, -3.19925, -2.27283], [-2.24077, 1.84787, 1.05038], [-1.38646, -4.02871, 3.46176], [-1.55661, -2.57127, 5.44960], [0.73779, 1.77800, -1.06801], [-1.08260, 1.32738, 1.18299], [-0.50161, -7.31337, 3.51174], [-1.61672, 1.50984, 3.81483], [4.53756, 0.99607, 2.03923], [-4.69168, 3.44978, 2.85904], [-0.64468, -3.47407, -0.78363], [-2.81044, -1.04597, 5.81268], [1.66404, 1.71284, -1.46746], [-1.26435, -3.73899, 4.83106], [-2.95202, 2.41882, 2.17535], [-6.60214, 4.15622, 1.59829], [-1.10313, -5.46426, -1.15183], [-4.18143, -2.85111, -1.59848], [0.08029, 1.98174, -1.82269], [-2.88103, 1.96085, -0.23496], [-2.90080, 3.13850, 4.34054], [0.72082, 2.57221, -0.43637], [2.44095, -3.31344, 5.79517]], "orbital_gap_ev": [5.106, 7.688], "charge": -1, "e_lumo_ev": [2.204, 2.201], "s2": 3.77, "multiplicity": 4, "homo_energy_ev": [-2.9, -5.5]}